Arrangement one

Molecular formula: C4H7Cl2P
Method: DFT, wB97M-V/def2-TZVPD

For the LUMO energy, the calculation gives 0.82 eV. The structure (SMILES) is C=C[C@@H](C)P(Cl)Cl. Its total charge is 0.

```
14
Properties=species:S:1:pos:R:3:mulliken_charge:R:1
Cl 2.052 -1.734 -0.944 -0.1697
Cl 2.148 -1.409 2.034 -0.2030
P 0.836 -1.829 0.590 0.2122
C 0.190 1.122 -1.843 -0.6919
C -1.125 0.121 1.219 -1.4058
C 0.085 -0.104 0.354 0.3870
C -0.271 0.131 -1.033 -0.4091
H -1.448 1.144 0.991 0.3802
H 0.842 0.607 0.823 0.3347
H -0.056 1.191 -2.906 0.2797
H -1.182 -0.458 -1.150 0.3087
H -1.063 -0.056 2.391 0.2846
H 0.944 1.764 -1.434 0.2678
H -1.951 -0.490 0.906 0.4247
```


Arrangement two

Molecular formula: C4H7Cl2P
Method: DFT, wB97M-V/def2-TZVPD

For the LUMO energy, the calculation gives 0.82 eV. The structure (SMILES) is C=C[C@@H](C)P(Cl)Cl. Its total charge is 0.

```
14
Properties=species:S:1:pos:R:3:mulliken_charge:R:1
Cl 2.754 -1.483 0.537 -0.2037
Cl 2.473 1.602 0.049 -0.2006
P 1.831 -0.147 -0.630 0.1780
C -0.356 -1.562 -0.164 -1.2662
C -0.654 0.855 -0.432 -0.4191
C 0.170 -0.206 0.182 0.3927
C -1.318 1.806 0.253 -0.7940
H -0.860 0.758 -1.508 0.3148
H 0.109 -0.061 1.236 0.4511
H 0.464 -2.113 -0.726 0.3179
H -1.117 1.901 1.349 0.2243
H -0.246 -2.084 0.781 0.3546
H -1.273 -1.721 -0.631 0.3747
H -1.978 2.456 -0.297 0.2756
```


Most stable: arrangement two


Arrangement one

Molecular formula: C27H63N9O9
Method: DFT, wB97M-V/def2-TZVPD

For the LUMO energy, the calculation gives -0.17 eV. The structure (SMILES) is CNC(C)=O.CNC(C)=O.CNC(C)=O.CNC(C)=O.CNC(C)=O.CNC(C)=O.CNC(C)=O.CNC(C)=O.CNC(C)=O. Its total charge is 0.

```
108
Properties=species:S:1:pos:R:3:mulliken_charge:R:1
O 4.134 -0.431 -3.889 -0.6883
O -3.108 -4.141 -2.447 -0.6627
O -2.107 1.808 -3.377 -0.7556
O 2.936 4.875 -3.712 -0.6416
O -1.373 0.329 0.898 -0.6447
O -6.046 1.231 0.180 -0.5205
O 0.380 -2.622 -1.439 -0.1989
O 3.822 0.184 3.712 -0.6395
O -2.500 -2.403 3.438 -0.6246
N -0.691 -3.142 4.449 -0.1351
N -5.715 2.661 1.866 -0.1886
N 2.228 -3.787 -1.355 -0.0929
N -2.366 1.521 -1.244 0.2940
N 2.826 2.046 3.076 -0.4045
N 4.573 0.506 -1.930 -0.1620
N 2.963 2.984 -2.565 0.0878
N -3.926 -2.863 -0.872 -0.0136
N 0.409 1.612 1.468 0.6917
C 1.860 0.752 4.910 -1.4146
C 1.440 -2.947 -1.998 0.3869
C -1.579 -3.222 3.435 0.8137
C 3.516 3.842 -3.520 0.7522
C -0.525 0.259 -2.354 -0.2672
C -3.286 2.686 -0.914 -1.2292
C -4.560 1.898 2.376 -0.7209
C -6.368 2.174 0.783 0.8233
C 3.392 -0.067 -1.318 1.1580
C -1.397 -4.172 2.315 -0.9004
C -1.730 1.278 -2.357 0.5110
C 4.982 0.116 -3.082 0.5838
C -2.584 -2.348 -0.636 -1.3731
C 1.538 -2.545 -3.380 -1.5556
C -0.198 0.425 1.371 0.4293
C 1.787 3.103 -1.919 -1.2294
C 2.183 -4.147 -0.019 -0.7065
C -7.625 2.892 0.333 -1.4498
C 6.481 0.354 -3.513 -1.3790
C 0.688 -0.696 1.702 0.6409
C -5.362 -4.592 -1.955 -1.1456
C 3.926 2.558 2.249 -1.2745
C 4.808 3.402 -4.248 -1.0244
C 2.940 1.002 3.780 0.8475
C -4.093 -3.847 -1.715 0.6847
C -0.830 -2.252 5.521 -0.9347
C -0.246 2.929 1.084 -1.2362
H 0.230 -1.473 0.873 -0.6400
H -6.181 3.440 2.478 0.2836
H 0.788 -1.871 -3.922 0.2531
H -4.132 2.482 -1.668 0.3444
H 3.351 0.215 -0.203 -0.3238
H -4.776 -2.509 -0.338 0.2537
H 2.276 -2.091 -3.462 0.6230
H 1.721 -0.448 1.496 0.2916
H 3.464 2.125 -2.303 0.1227
H -2.000 -3.119 -0.284 0.3843
H 1.655 -5.082 0.123 0.3811
H -0.925 -5.119 2.643 0.4596
H 2.988 -4.210 0.770 0.3767
H -5.982 -4.882 -1.138 0.3780
H -8.300 3.014 1.184 0.3766
H -7.203 3.830 0.186 0.3937
H 1.328 2.603 -2.697 0.6169
H 3.452 3.418 1.637 0.3008
H 6.899 1.317 -3.517 0.4337
H 1.997 -3.361 -3.932 0.4926
H 2.008 1.166 5.866 0.5031
H 3.091 -3.976 -1.882 0.2249
H 5.447 0.931 -1.381 0.3181
H 5.235 4.163 -4.703 0.4685
H 0.310 -3.617 4.210 0.2865
H -0.848 3.196 1.832 0.6012
H 1.655 -3.481 0.630 -0.0476
H 0.592 3.680 1.135 0.3240
H -4.127 1.098 1.741 0.1521
H 4.948 2.543 -4.908 0.3064
H 1.724 -0.329 4.991 0.2678
H -5.206 -5.564 -2.502 0.2883
H 4.193 1.816 1.567 0.3473
H -0.085 -2.405 6.240 0.3883
H 0.331 -0.994 2.698 -0.4117
H -2.287 -4.403 1.705 0.3182
H -1.953 1.184 -0.464 -0.0051
H -1.790 -2.609 6.253 0.2144
H -2.115 -1.531 -1.422 0.3077
H 5.514 2.867 -3.410 0.0351
H 6.721 -0.005 -4.512 0.2711
H 6.973 -0.344 -2.797 0.4260
H -2.643 -1.818 0.323 0.4326
H -3.744 2.605 2.632 0.3132
H 2.610 0.516 -1.894 -0.5891
H 1.334 1.604 1.982 -0.3609
H -0.298 -0.162 -1.488 -0.4484
H -3.822 2.769 0.046 0.1183
H 0.326 0.705 -2.851 0.5458
H -0.882 -1.253 5.200 0.2940
H -4.791 1.390 3.398 0.2987
H 1.223 4.048 -1.897 0.3774
H -0.737 -0.716 -3.003 0.2582
H -5.873 -3.967 -2.675 0.2816
H 1.890 2.576 -1.050 0.3085
H -8.013 2.424 -0.524 0.3269
H -0.663 -3.809 1.517 -0.1053
H -2.746 3.443 -1.239 0.6712
H 0.977 1.109 4.645 0.4574
H 3.147 -1.122 -1.311 -0.1427
H -0.901 2.887 0.260 0.1826
H 2.319 2.965 3.265 0.3894
H 4.713 2.930 2.661 0.5131
```


Arrangement two

Molecular formula: C27H63N9O9
Method: DFT, wB97M-V/def2-TZVPD

For the LUMO energy, the calculation gives 0.25 eV. The structure (SMILES) is CNC(C)=O.CNC(C)=O.CNC(C)=O.CNC(C)=O.CNC(C)=O.CNC(C)=O.CNC(C)=O.CNC(C)=O.CNC(C)=O. Its total charge is 0.

```
108
Properties=species:S:1:pos:R:3:mulliken_charge:R:1
O 4.071 5.835 1.742 -0.6114
O -0.170 -2.186 3.094 -0.6347
O 4.311 0.065 -3.314 -0.6577
O -0.935 -1.213 -2.297 -0.7305
O -3.159 1.906 3.967 -0.7496
O 0.047 2.878 0.268 -0.5317
O -5.505 0.499 -0.323 -0.7196
O -1.794 -4.710 -0.472 -0.7762
O 3.362 -2.741 0.656 -0.7177
N -0.177 0.719 -0.448 1.3561
N -3.514 1.978 1.777 0.1592
N -1.538 -2.910 0.845 0.1545
N -1.134 -3.307 -2.903 0.0949
N 3.773 -0.930 -0.520 0.1996
N 3.640 3.761 2.503 -0.1079
N -0.145 -1.236 5.147 -0.2140
N 4.306 2.287 -2.967 -0.1525
N -6.165 0.088 -2.436 -0.1867
C 1.990 -1.723 4.043 -0.8293
C 0.405 0.021 0.726 -0.6365
C 3.704 1.127 -3.242 0.6544
C -2.824 3.217 1.473 -1.0647
C -3.810 0.301 -2.113 -0.5584
C -1.204 -4.112 0.392 0.7768
C -0.818 -2.032 -3.164 0.9621
C -5.251 0.334 -1.551 0.6167
C -2.586 -2.049 0.403 -0.7408
C 2.431 -2.756 -1.495 -0.5020
C 0.176 -4.557 0.847 -0.9227
C -1.041 -4.413 -3.835 -1.2368
C 0.438 -1.706 4.028 0.5312
C 3.197 -2.096 -0.377 0.6637
C -1.640 -1.313 5.351 -0.8007
C -0.831 2.557 -1.873 -1.4398
C -7.590 0.244 -2.218 -0.8952
C 2.224 1.119 -3.590 -0.5199
C 5.316 5.110 3.698 -1.0059
C -0.267 2.051 -0.558 0.7350
C 4.660 -0.330 0.491 -0.7658
C -0.405 -1.629 -4.593 -1.8388
C -4.403 0.103 2.932 -0.3828
C 2.569 3.504 1.574 -0.7881
C -3.627 1.412 2.939 0.8079
C 4.327 4.945 2.517 0.6306
C 5.693 2.445 -2.599 -0.9656
H -3.676 -0.533 -2.802 0.3688
H 5.572 -0.873 0.738 0.3363
H -0.787 1.782 -2.638 0.2367
H 0.595 -1.039 0.555 -0.3473
H 4.754 5.519 4.537 0.2513
H 2.659 -3.817 -1.600 0.4522
H -1.878 2.862 -1.850 0.1823
H 1.370 0.521 0.806 0.2194
H -3.483 -2.362 0.938 0.5624
H 2.674 -2.338 -2.473 0.3408
H -1.474 -3.489 -1.969 -0.0537
H 1.644 1.902 -3.101 0.0674
H 0.669 -5.015 -0.011 0.2878
H -5.816 -0.077 -3.369 0.2362
H 1.790 0.132 -3.428 -0.1084
H -0.356 -4.346 -4.679 0.3952
H -7.979 0.066 -1.216 0.3066
H -5.384 0.132 3.408 0.3583
H -1.931 -1.361 6.401 0.3977
H -3.823 -0.639 3.480 -0.0336
H 6.367 1.590 -2.639 0.3214
H 0.083 -5.283 1.655 0.3523
H 0.636 -1.923 -4.724 0.3739
H 2.307 -2.764 4.106 0.2738
H 2.411 -1.361 3.104 -0.0498
H -0.548 -0.565 -4.781 0.3107
H -0.184 0.240 1.616 0.4133
H 6.165 5.729 3.410 0.3046
H -3.985 1.557 0.989 0.0334
H -2.030 -0.404 4.895 0.1622
H -1.782 3.223 1.793 0.3334
H 0.422 -0.864 5.897 0.2144
H 5.620 4.098 3.967 0.3104
H -1.063 -2.153 -5.285 0.5511
H -3.083 0.208 -1.306 -0.4132
H 2.952 3.180 0.606 0.2026
H 5.758 2.913 -1.617 0.2992
H -2.080 -2.188 4.873 0.2239
H -1.082 -2.581 1.684 0.3812
H 0.822 -3.737 1.160 0.0745
H 1.348 -2.779 -1.377 -0.2673
H 4.837 0.667 0.087 0.2129
H 1.856 4.309 1.392 0.3375
H 4.091 -0.194 1.411 0.1162
H -4.583 -0.305 1.937 -0.0418
H -2.807 -2.167 -0.658 0.3836
H 1.989 2.707 2.038 0.2332
H -0.857 -5.384 -3.374 0.2926
H -8.165 -0.317 -2.955 0.3313
H 3.589 -0.406 -1.364 -0.1549
H 3.874 2.981 3.101 0.2357
H -2.712 3.444 0.412 0.2125
H -2.296 -1.052 0.734 -0.1792
H -0.434 0.121 -1.220 -0.1307
H 6.111 3.152 -3.315 0.3818
H -7.873 1.284 -2.380 0.3192
H 2.104 1.254 -4.665 0.5357
H 3.761 3.115 -3.158 0.2277
H -3.469 1.214 -2.601 0.5251
H 2.412 -1.174 4.885 0.4398
H -0.225 3.393 -2.221 0.3858
H -2.068 -4.407 -4.201 0.4161
H -3.439 4.042 1.834 0.3990
```


Most stable: arrangement two


Arrangement one

Molecular formula: CH14O5
Method: DFT, wB97M-V/def2-TZVPD

For the LUMO energy, the calculation gives 0.33 eV. The structure (SMILES) is C.O.O.O.O.O. Its total charge is 0.

```
20
Properties=species:S:1:pos:R:3:mulliken_charge:R:1
O -2.371 -0.689 -1.772 -0.6747
O 0.750 -0.051 -1.529 -0.5707
O -1.333 -1.296 0.815 -0.6530
O 1.235 -1.381 1.726 -0.7137
O 3.895 -0.654 1.115 -0.6369
C -0.998 2.442 0.129 -0.7977
H -1.511 -0.430 -2.123 0.2669
H -3.001 -0.458 -2.463 0.3098
H -1.158 1.735 -0.698 0.0781
H 0.056 2.696 0.108 0.2314
H 1.550 -2.257 1.949 0.3173
H -1.929 -1.209 0.047 0.3519
H 0.334 -1.366 1.358 0.4389
H 2.954 -0.870 0.974 0.3682
H 1.511 0.533 -1.453 0.2825
H -1.568 3.358 -0.116 0.2937
H 3.776 0.221 1.501 0.3047
H 1.037 -0.752 -2.124 0.2892
H -1.237 1.967 1.079 0.2184
H -1.991 -1.539 1.477 0.2957
```


Arrangement two

Molecular formula: CH14O5
Method: DFT, wB97M-V/def2-TZVPD

For the LUMO energy, the calculation gives 0.30 eV. The structure (SMILES) is C.O.O.O.O.O. Its total charge is 0.

```
20
Properties=species:S:1:pos:R:3:mulliken_charge:R:1
O 0.160 -0.857 -2.208 -0.5906
O 1.191 1.713 -1.116 -0.6832
O 0.090 0.942 2.064 -0.6803
O 1.879 -0.513 0.483 -0.7057
O -1.451 2.454 0.300 -0.6783
C -1.072 -2.298 0.636 -0.8596
H -0.823 -1.819 1.576 0.2142
H 0.501 0.045 -2.087 0.3527
H -0.212 -2.656 0.077 0.1705
H -0.737 -0.729 -2.534 0.2897
H 0.602 0.309 1.530 0.4434
H 1.928 0.067 -0.288 0.3358
H 0.734 1.357 2.644 0.3012
H -2.109 2.003 -0.244 0.3232
H -0.867 1.798 0.706 0.3477
H 1.226 2.273 -1.900 0.2807
H -1.706 -3.160 0.825 0.3168
H -1.568 -1.579 -0.010 0.1526
H 0.463 2.046 -0.568 0.3523
H 1.770 -1.397 0.115 0.3168
```


Most stable: arrangement two


Arrangement one

Molecular formula: C6H8ClN2P
Method: DFT, wB97M-V/def2-TZVPD

For the LUMO energy, the calculation gives 0.04 eV. The structure (SMILES) is CCc1ncnc(Cl)c1P. Its total charge is 0.

```
18
Properties=species:S:1:pos:R:3:mulliken_charge:R:1
Cl -2.836 2.696 0.143 -0.1582
P -0.990 1.392 2.183 -0.0249
N 0.152 -0.047 -1.444 -0.3913
N -1.811 1.296 -1.874 -0.5366
C -0.744 0.551 -2.202 -0.1307
C 1.205 -0.742 0.618 -0.3281
C 0.108 -0.019 -0.117 0.7077
C -0.870 0.761 0.523 -0.2378
C -1.981 1.558 -0.656 0.5492
C 1.894 -1.853 -0.183 -1.2258
H 1.886 0.076 0.945 0.3165
H 0.733 -1.128 1.687 0.2096
H -2.154 0.816 2.345 0.0277
H -0.477 0.580 -3.331 0.3167
H 1.265 -2.704 -0.207 0.3167
H -0.294 0.400 2.686 -0.0667
H 2.902 -2.151 0.138 0.3456
H 2.013 -1.484 -1.256 0.3106
```


Arrangement two

Molecular formula: C6H8ClN2P
Method: DFT, wB97M-V/def2-TZVPD

For the LUMO energy, the calculation gives 0.19 eV. The structure (SMILES) is CCc1ncnc(Cl)c1P. Its total charge is 0.

```
18
Properties=species:S:1:pos:R:3:mulliken_charge:R:1
Cl -3.570 0.398 0.212 -0.1536
P -0.709 1.817 1.110 -0.0962
N 0.075 -1.576 -0.890 -0.5394
N -2.226 -1.354 -1.108 -0.5581
C -2.204 -0.342 -0.287 0.5028
C 2.304 0.753 -0.221 -0.9360
C -1.052 -1.904 -1.437 -0.1857
C 1.576 -0.358 0.591 -1.0737
C -0.884 0.218 0.268 0.1473
C 0.221 -0.526 -0.085 0.5266
H -1.339 1.452 2.342 0.0628
H -1.627 2.695 0.473 0.0569
H 1.536 1.403 -0.344 0.3337
H 1.363 -0.025 1.591 0.3970
H -1.125 -2.784 -1.944 0.4491
H 2.508 0.196 -1.187 0.3128
H 2.069 -1.229 0.527 0.4511
H 3.083 1.165 0.390 0.3026
```


Most stable: arrangement two